(1)
The following is a DFT calculation (wB97M-V/def2-TZVPD) of C13H23Cl4MgO11S as an isolated structure at a distorted geometry.

Summary:
DFT total energy	-102751.9080	eV

```
! RIJCOSX wB97M-V def2-TZVPD def2/J DEFGRID3
* xyz -1 1
Mg 15.339 -11.946 -23.250
S 14.866 -9.516 -23.090
O 14.167 -10.697 -22.436
O 13.948 -8.731 -23.897
O 15.557 -8.672 -22.127
O 15.888 -10.310 -23.925
C 14.571 -14.847 -22.052
O 14.881 -13.554 -22.396
H 15.380 -15.374 -21.516
H 13.720 -14.842 -21.342
H 14.285 -15.462 -22.922
C 17.951 -16.009 -20.715
C 19.026 -15.572 -21.685
C 18.490 -14.529 -22.655
O 19.619 -13.671 -22.863
C 20.444 -13.796 -21.793
O 21.334 -13.065 -21.518
O 20.102 -14.889 -21.053
H 17.464 -15.117 -20.321
H 18.386 -16.622 -19.926
H 17.224 -16.627 -21.240
H 19.399 -16.444 -22.234
H 17.721 -13.930 -22.160
H 18.144 -14.937 -23.600
C 15.052 -18.282 -20.172
C 14.084 -18.535 -19.055
C 13.481 -19.962 -19.089
O 13.797 -20.515 -17.823
C 14.589 -19.660 -17.115
O 14.976 -19.882 -16.019
O 14.843 -18.550 -17.833
H 14.542 -17.965 -21.083
H 15.713 -19.140 -20.300
H 15.716 -17.453 -19.922
H 13.329 -17.753 -19.032
H 13.973 -20.547 -19.865
H 12.412 -19.912 -19.282
Cl 14.056 -15.541 -16.454
C 13.737 -15.031 -18.142
C 13.615 -13.538 -18.298
Cl 15.084 -12.688 -17.797
H 12.813 -15.530 -18.430
H 14.547 -15.426 -18.754
H 12.786 -13.137 -17.717
H 13.367 -13.302 -19.335
Cl 10.163 -14.362 -24.673
C 10.584 -14.557 -22.949
C 10.842 -13.213 -22.291
Cl 10.478 -13.269 -20.528
H 11.474 -15.180 -22.902
H 9.745 -15.061 -22.480
H 10.134 -12.486 -22.673
H 11.874 -12.894 -22.358
*
```


(2)
The following is a DFT calculation (wB97M-V/def2-TZVPD) of an isolated molecule of C8H14 at a distorted geometry.

Summary:
DFT total energy	-8516.9417	eV
SMILES	C=CC(=C)CCCC

```
! RIJCOSX wB97M-V def2-TZVPD def2/J DEFGRID3
* xyz 0 1
C -2.185 1.198 0.542
C -1.727 -0.048 0.707
C -0.992 -0.805 -0.381
C -1.697 -1.189 -1.556
C 0.314 -1.438 0.086
C 1.657 -0.669 -0.608
C 1.996 0.502 0.349
C 0.933 1.585 0.640
H -1.799 2.121 0.851
H -2.889 1.121 -0.332
H -1.889 -0.651 1.602
H -1.311 -2.044 -2.103
H -2.494 -0.454 -1.916
H 0.352 -2.590 -0.295
H 0.485 -1.403 1.238
H 2.437 -1.393 -0.686
H 1.484 -0.490 -1.720
H 2.373 -0.027 1.309
H 2.805 1.182 -0.022
H 1.641 2.361 0.914
H 0.322 1.200 1.431
H 0.184 1.931 -0.050
*
```


(3)
The following is a DFT calculation (wB97M-V/def2-TZVPD) of a 2-piece molecular cluster, C4H14NO overall at a distorted geometry.

Summary:
DFT total energy	-7888.7465	eV

```
! RIJCOSX wB97M-V def2-TZVPD def2/J DEFGRID3
* xyz 2 2
C -2.302 -0.617 -0.484
C -1.264 -0.165 0.617
N 0.171 -0.394 0.182
C 1.011 0.850 -0.442
C 0.603 0.748 -1.915
H -3.289 -0.523 -0.109
H -2.272 -1.691 -0.720
H -2.217 0.122 -1.339
H -1.245 0.845 1.169
H -1.612 -0.914 1.456
H 0.292 -1.284 -0.203
H 0.580 -0.615 1.139
H 2.064 0.661 -0.382
H 0.531 1.654 0.055
H 1.422 0.238 -2.610
H -0.476 0.512 -1.865
H 0.591 1.893 -2.403
H 2.303 0.226 3.058
H 2.991 -0.901 2.246
O 2.119 -0.645 2.549
*
```


(4)
The following is a DFT calculation (wB97M-V/def2-TZVPD) of a 10-piece molecular cluster, C28H53Br19N2OP overall at a distorted geometry.

Summary:
DFT total energy	-1375006.2620	eV

```
! RIJCOSX wB97M-V def2-TZVPD def2/J DEFGRID3
* xyz 1 1
C 1.142 0.532 0.367
C -0.075 -0.061 -0.615
C 0.015 -1.694 -0.717
C 1.470 -2.525 -0.795
C 1.193 -4.129 -0.890
P 2.799 -5.224 -1.043
O 3.986 -4.203 -1.868
Br 3.521 -5.830 1.027
N -0.083 -4.892 -0.875
N -1.268 -4.230 -0.813
C -1.223 -2.758 -0.761
C -2.735 -2.034 -0.743
C -2.893 -1.163 -2.162
C -3.959 -3.171 -0.819
C -4.342 -3.813 0.640
H 2.128 0.775 -0.258
H 1.322 -0.299 1.186
H 0.748 1.491 0.926
H 0.044 0.462 -1.677
H -1.092 0.301 -0.147
H 2.519 -1.986 -0.815
H 3.734 -4.106 -2.850
H -0.097 -5.955 -0.915
H -2.866 -1.338 0.216
H -3.983 -1.183 -2.590
H -2.185 -1.724 -2.935
H -2.526 -0.049 -1.979
H -3.782 -3.970 -1.661
H -4.915 -2.547 -1.167
H -3.429 -4.330 1.160
H -5.193 -4.623 0.432
H -4.865 -2.985 1.304
Br -1.670 3.567 -0.570
C -2.351 3.851 1.235
C -1.325 3.462 2.275
Br -1.204 1.525 2.460
H -3.284 3.288 1.316
H -2.571 4.920 1.291
H -1.622 3.824 3.263
H -0.319 3.825 2.048
Br -1.399 7.122 -0.772
C -2.093 7.673 -2.510
C -2.900 6.569 -3.153
Br -1.742 5.180 -3.884
H -1.235 7.989 -3.110
H -2.725 8.541 -2.302
H -3.461 6.951 -4.010
H -3.591 6.078 -2.462
Br -2.999 3.969 8.196
C -1.551 4.355 6.948
C -1.720 5.716 6.315
Br -3.103 5.691 4.941
H -1.530 3.538 6.221
H -0.639 4.321 7.551
H -0.807 6.016 5.794
H -1.996 6.496 7.031
Br 7.876 -8.844 0.512
C 8.201 -7.017 -0.089
C 6.916 -6.341 -0.506
Br 6.317 -6.972 -2.251
H 8.941 -7.073 -0.892
H 8.643 -6.509 0.772
H 7.069 -5.265 -0.629
H 6.092 -6.507 0.194
Br -2.902 2.575 -7.257
C -3.127 3.989 -8.582
C -2.732 5.334 -8.021
Br -4.103 6.030 -6.821
H -4.166 3.947 -8.920
H -2.470 3.709 -9.411
H -2.650 6.077 -8.820
H -1.796 5.311 -7.456
Br -1.260 0.543 8.086
C -1.406 0.398 10.025
C -2.613 -0.419 10.425
Br -4.260 0.606 10.222
H -1.423 1.418 10.421
H -0.484 -0.095 10.345
H -2.569 -0.679 11.485
H -2.732 -1.333 9.836
Br -1.087 -7.982 -1.787
C -3.003 -7.837 -1.454
C -3.802 -8.161 -2.695
Br -3.755 -6.687 -3.972
H -3.185 -6.828 -1.073
H -3.211 -8.562 -0.662
H -4.859 -8.292 -2.451
H -3.443 -9.050 -3.222
Br 0.291 7.107 2.452
C 1.081 8.757 1.774
C 1.021 9.858 2.806
Br -0.779 10.597 2.948
H 0.558 9.002 0.846
H 2.119 8.501 1.543
H 1.651 10.701 2.508
H 1.311 9.531 3.808
Br 10.301 -4.984 -2.536
C 9.607 -4.433 -4.274
C 8.800 -5.537 -4.917
Br 9.958 -6.926 -5.648
H 10.465 -4.117 -4.874
H 8.975 -3.565 -4.066
H 8.239 -5.155 -5.774
H 8.109 -6.028 -4.226
*
```


(5)
The following is a DFT calculation (wB97M-V/def2-TZVPD) of C23H40ClO6PtSSi as an isolated structure.

Summary:
DFT total energy	-71274.5918	eV

```
! RIJCOSX wB97M-V def2-TZVPD def2/J DEFGRID3
* xyz -1 3
Pt -0.206 0.439 -0.637
C -0.099 -0.266 5.052
C -0.799 0.439 3.892
C -2.161 -0.191 3.635
C -0.952 1.924 4.193
O -0.061 0.261 2.676
Si 1.540 0.307 2.344
S 1.904 0.417 0.284
O 2.310 -0.989 3.022
C 2.285 -2.372 2.634
C 2.535 -3.158 3.915
C 3.411 -2.618 1.638
C 0.938 -2.761 2.032
O 2.128 1.604 3.177
C 3.473 1.965 3.509
C 4.459 1.521 2.433
C 3.477 3.483 3.621
C 3.817 1.325 4.849
H -0.655 -0.106 5.980
H 0.914 0.119 5.182
H -0.036 -1.338 4.864
H -2.776 -0.164 4.537
H -2.036 -1.227 3.318
H -2.680 0.344 2.837
H -1.621 2.067 5.046
H -1.381 2.439 3.332
H 0.017 2.372 4.420
H 3.476 -2.839 4.369
H 2.591 -4.229 3.706
H 1.730 -2.982 4.630
H 4.370 -2.352 2.087
H 3.261 -2.015 0.742
H 3.441 -3.673 1.351
H 0.127 -2.531 2.725
H 0.920 -3.833 1.824
H 0.743 -2.231 1.096
H 4.177 1.935 1.465
H 4.480 0.432 2.351
H 5.464 1.867 2.686
H 3.283 3.927 2.646
H 4.441 3.846 3.986
H 2.696 3.805 4.313
H 3.733 0.239 4.772
H 3.126 1.676 5.619
H 4.835 1.584 5.150
C -1.548 -0.319 -4.080
C -0.780 -1.441 -3.385
C -0.624 -2.648 -4.296
O 0.546 -1.023 -3.070
C -1.599 -1.833 -2.126
O -2.555 -2.582 -2.276
O -1.263 -1.317 -0.991
H -1.038 -0.033 -5.003
H -1.613 0.556 -3.425
H -2.561 -0.647 -4.313
H -0.167 -2.337 -5.238
H -1.590 -3.110 -4.482
H 0.029 -3.381 -3.822
H 0.562 -0.064 -2.938
Cl 1.615 7.231 -1.034
C 0.730 5.740 -0.787
C -0.141 5.294 -1.762
C -0.842 4.114 -1.556
C -0.691 3.361 -0.389
C -1.425 2.088 -0.180
C 0.209 3.843 0.570
C 0.913 5.021 0.382
H -0.271 5.864 -2.673
H -1.526 3.765 -2.321
H -2.302 2.016 -0.827
H -1.720 1.943 0.861
H 0.383 3.267 1.467
H 1.604 5.375 1.134
*
```


> Which of these has the highest DFT total energy?

C4H14NO